(1)
# C5H6N

The ion C5H6N with charge +1 at a distorted geometry (wB97M-V/def2-TZVPD, OMol25).

```
12
Properties=species:S:1:pos:R:3
C 1.007 0.822 0.695
N 0.062 -0.015 0.094
C -1.071 -0.671 0.907
C -1.825 -1.335 -0.081
C -1.319 -1.159 -1.262
C -0.157 -0.273 -1.295
H 1.000 1.851 0.430
H 2.135 0.696 0.414
H 1.020 0.744 1.780
H -1.390 -0.489 1.985
H 0.739 -0.895 -1.740
H -0.201 0.724 -1.926
```

Largest force on an atom (eV/Å): 6.89
SMILES string: C[N+]1=CC#CC1
LUMO (alpha / beta) (hartree): -0.24341 / -0.23603
HOMO-LUMO gap (alpha / beta) (eV): 8.48 / 8.72
Calculated total energy (a.u.): -248.36061
ΔE to the lowest compared entry with this formula, charge and spin (kJ/mol): 669.7
Net charge: +1
Spin multiplicity: 1

Let us look at the Löwdin charges, expressed in e, one per atom: -0.067, -0.127, 0.154, 0.107, 0.149, -0.144, 0.088, 0.148, 0.107, 0.171, 0.204, 0.210

(2)
# C5H6N

The ion C5H6N with charge +1 at a distorted geometry (wB97M-V/def2-TZVPD, OMol25).

```
12
Properties=species:S:1:pos:R:3
C 2.142 -0.255 0.411
C -0.420 -0.768 -0.219
C 3.311 0.613 0.083
C 0.818 -0.448 -0.005
C -1.721 0.009 -0.313
N 3.375 -0.519 -0.352
H 2.180 -0.599 1.432
H -0.728 -1.857 -0.492
H 3.275 1.691 0.097
H -2.606 -0.588 -0.137
H -1.824 0.432 -1.224
H -1.699 0.731 0.516
```

Largest force on an atom (eV/Å): 5.07
LUMO (hartree): -0.23817
HOMO-LUMO gap (eV): 9.30
Calculated total energy (a.u.): -248.40513
ΔE to the lowest compared entry with this formula, charge and spin (kJ/mol): 552.8
Net charge: +1
Spin multiplicity: 1

Let us look at the Löwdin charges, expressed in e, one per atom: -0.244, -0.040, 0.083, 0.202, -0.027, 0.260, 0.141, 0.200, 0.168, 0.095, 0.055, 0.106